C19H47INbO9 | ωB97M-V/def2-TZVPD

Each line ends with the Löwdin charge.
Cartesian coordinates (Å):
C 2.10 -5.33 1.11  -0.0760
C 2.83 -5.26 -0.22  -0.2542
O 3.94 -4.35 -0.27  -0.1613
C 3.71 -3.05 0.25  -0.1852
C 2.53 -2.30 -0.38  -0.1939
O 1.64 -1.93 0.65  -0.1708
C 0.66 -0.99 0.23  -0.1959
C -0.61 -1.15 1.05  -0.2150
O -1.58 -1.99 0.46  -0.2615
C -1.09 -3.31 0.26  -0.4155
Nb -2.36 -4.91 -0.72  0.5998
I -1.57 -4.73 -3.43  -0.2506
H 1.65 -4.37 1.38  0.0534
H 2.76 -5.66 1.92  0.0784
H 1.28 -6.05 1.02  0.0668
H 2.12 -5.04 -1.03  0.1056
H 3.28 -6.23 -0.46  0.1152
H 3.55 -3.08 1.33  0.1186
H 4.65 -2.52 0.07  0.1179
H 2.87 -1.41 -0.94  0.1259
H 2.02 -2.96 -1.09  0.1165
H 0.41 -1.15 -0.83  0.1302
H 1.06 0.03 0.32  0.1102
H -1.07 -0.17 1.18  0.1110
H -0.33 -1.53 2.05  0.1308
H -0.74 -3.70 1.23  0.0453
H -0.23 -3.28 -0.44  0.0323
H -3.56 -3.55 -1.05  -0.1539
H -3.95 -5.79 -0.77  -0.1489
H -1.26 -6.41 -0.40  -0.1915
H -2.89 -4.91 0.98  -0.1304
C 0.29 4.60 0.73  -0.1120
O 0.19 4.56 2.14  -0.1839
C -0.82 3.71 2.66  -0.1940
C -0.30 2.55 3.49  -0.1767
O 0.55 1.65 2.80  -0.1188
C 1.86 2.03 2.42  -0.1783
C 2.83 2.27 3.55  -0.1929
O 2.52 3.37 4.37  -0.1850
C 2.31 3.10 5.74  -0.1229
H -0.26 5.45 0.32  0.0862
H 1.34 4.70 0.47  0.0851
H -0.09 3.68 0.27  0.0810
H -1.45 3.33 1.86  0.1191
H -1.46 4.31 3.33  0.1251
H -1.18 1.95 3.73  0.1321
H 0.13 2.89 4.43  0.1016
H 1.86 2.86 1.71  0.1059
H 2.24 1.15 1.89  0.1205
H 3.81 2.45 3.08  0.1261
H 2.92 1.35 4.15  0.1245
H 2.02 2.06 5.90  0.0893
H 1.51 3.74 6.10  0.0832
H 3.21 3.30 6.33  0.0841
C -1.18 4.43 -3.80  -0.1229
O -1.62 3.25 -4.42  -0.1860
C -0.64 2.26 -4.65  -0.1969
C -0.85 0.98 -3.86  -0.1776
O -0.85 1.15 -2.46  -0.1194
C -2.00 1.68 -1.83  -0.1831
C -3.22 0.78 -1.82  -0.1924
O -3.73 0.54 -3.11  -0.1955
C -3.87 -0.82 -3.47  -0.1034
H -0.96 5.21 -4.54  0.0835
H -1.97 4.79 -3.14  0.0823
H -0.28 4.26 -3.20  0.0856
H 0.36 2.66 -4.43  0.1189
H -0.66 1.99 -5.71  0.1244
H 0.03 0.37 -4.06  0.1319
H -1.72 0.43 -4.21  0.1087
H -2.26 2.68 -2.21  0.1042
H -1.71 1.79 -0.78  0.1131
H -3.98 1.32 -1.23  0.1256
H -3.00 -0.15 -1.30  0.1199
H -3.25 -1.48 -2.86  0.0594
H -3.57 -0.94 -4.52  0.0801
H -4.91 -1.14 -3.37  0.0868

- lowest unoccupied orbital energy (eV) = 2.28
- largest force on an atom (eV Å⁻¹) = 1.1
- HOMO-LUMO gap (eV) = 7.17
- M (Da) = 639.4
- energy above the lowest of the compared OMol25 structures with the same formula, charge and spin (kJ/mol) = 0.00
- DFT total energy (eV) = -48535.6019
- E_HOMO (hartree) = -0.17962
- total charge = -1


C19H47NO5 | ωB97M-V/def2-TZVPD

Each line ends with the Löwdin charge.
Cartesian coordinates (Å):
C 2.25 -5.01 2.02  -0.1200
O 2.99 -5.22 0.84  -0.1909
C 2.67 -4.31 -0.19  -0.2429
C 3.09 -2.88 0.12  -0.1971
C 3.11 -1.99 -1.13  -0.2136
C 3.57 -0.57 -0.85  -0.2075
C 2.72 0.15 0.20  -0.2169
C 2.75 1.67 0.03  -0.2084
C 2.35 2.47 1.27  -0.2088
C 1.06 1.98 1.94  -0.1937
C -0.20 2.21 1.08  -0.1507
C -0.83 0.98 0.41  -0.3933
N -2.12 1.39 -0.13  0.0564
C -1.07 -0.17 1.37  -0.2114
O -1.71 -1.20 0.65  -0.1884
C -2.13 -2.25 1.48  -0.1052
H 1.19 -4.81 1.79  0.0833
H 2.31 -5.92 2.62  0.0857
H 2.63 -4.17 2.61  0.0836
H 3.20 -4.66 -1.08  0.1239
H 1.59 -4.35 -0.40  0.1241
H 2.40 -2.44 0.85  0.1007
H 4.08 -2.89 0.58  0.1299
H 2.10 -1.96 -1.57  0.1195
H 3.76 -2.46 -1.88  0.1123
H 3.52 0.01 -1.78  0.0979
H 4.62 -0.57 -0.54  0.1165
H 1.69 -0.21 0.13  0.0908
H 3.06 -0.12 1.21  0.1198
H 3.76 1.97 -0.26  0.1131
H 2.10 1.93 -0.81  0.0971
H 3.17 2.46 2.00  0.1083
H 2.21 3.52 0.98  0.1073
H 1.17 0.92 2.16  0.0833
H 0.94 2.47 2.91  0.1079
H 0.03 2.92 0.28  0.1107
H -0.99 2.67 1.69  0.1166
H -0.14 0.62 -0.37  0.1336
H -2.47 0.69 -0.79  0.0745
H -2.04 2.27 -0.62  0.0423
H -0.12 -0.54 1.78  0.1129
H -1.70 0.17 2.20  0.1393
H -2.66 -2.98 0.86  0.0865
H -2.82 -1.89 2.26  0.0725
H -1.28 -2.75 1.97  0.0850
C -5.51 -4.60 3.09  -0.0921
C -5.39 -3.56 4.19  -0.3244
O -4.90 -2.32 3.71  -0.0908
H -4.54 -4.75 2.60  0.0700
H -5.85 -5.56 3.49  0.0733
H -6.23 -4.28 2.33  0.0728
H -4.66 -3.89 4.94  0.1112
H -6.35 -3.43 4.70  0.1075
H -5.52 -1.98 3.06  0.0840
C 1.62 3.93 -3.90  -0.0948
C 2.67 2.84 -3.79  -0.3179
O 2.11 1.58 -3.46  -0.0934
H 1.06 4.00 -2.97  0.0638
H 2.08 4.90 -4.11  0.0744
H 0.91 3.71 -4.69  0.0708
H 3.37 3.06 -2.98  0.1058
H 3.26 2.77 -4.72  0.1076
H 1.48 1.34 -4.15  0.0837
C -3.03 4.86 -2.17  -0.0910
C -2.40 4.33 -3.45  -0.3151
O -1.48 3.27 -3.21  -0.0981
H -2.26 5.19 -1.47  0.0764
H -3.70 5.69 -2.38  0.0737
H -3.62 4.08 -1.68  0.0712
H -1.81 5.12 -3.93  0.1114
H -3.17 4.02 -4.16  0.1093
H -1.95 2.55 -2.79  0.0642

- lowest unoccupied orbital energy (eV) = 0.70
- largest force on an atom (eV Å⁻¹) = 0.3
- HOMO-LUMO gap (eV) = 9.92
- M (Da) = 369.6
- energy above the lowest of the compared OMol25 structures with the same formula, charge and spin (kJ/mol) = 0.00
- DFT total energy (eV) = -32191.5003
- SMILES = COCCCCCCCCC[C@H](N)COC.CCO.CCO.CCO
- E_HOMO (hartree) = -0.33872


C19H48BN2O13P3S4 | ωB97M-V/def2-TZVPD

Each line ends with the Löwdin charge.
Cartesian coordinates (Å):
C 2.92 6.01 1.94  -0.0761
N 1.64 6.36 1.34  -0.1217
C 1.46 5.78 0.01  -0.0928
B 0.51 6.23 2.23  -0.7804
O 0.46 7.06 3.33  0.0953
P -0.93 4.93 2.06  0.7003
C 0.15 3.46 2.78  -0.3900
P -0.32 1.86 2.12  0.3432
O -1.58 1.36 2.68  -0.2789
O 0.90 0.86 2.48  -0.1327
O -0.36 1.93 0.52  -0.1751
P -2.31 6.64 1.34  0.6189
N -2.18 6.71 -0.39  -0.2298
O -3.86 6.11 1.53  -0.3920
H 3.03 4.93 2.13  0.0770
H 3.03 6.55 2.88  0.0919
H 3.75 6.31 1.29  0.0903
H 0.42 5.53 -0.23  0.0491
H 1.78 6.51 -0.74  0.0904
H 2.10 4.90 -0.16  0.0855
H -0.45 7.37 3.46  0.0695
H -1.23 4.21 0.86  -0.0002
H -1.87 4.80 3.12  0.0103
H 0.09 3.43 3.86  0.0662
H 1.19 3.65 2.46  0.0296
H 1.73 1.32 2.30  0.0636
H 0.52 2.17 0.20  0.0716
H -1.35 7.23 -0.67  0.0141
H -2.97 7.25 -0.74  0.0238
H -4.05 5.51 0.79  0.0314
C 2.05 -1.78 -3.35  -0.2099
C 0.76 -2.56 -3.09  -0.2019
C 0.33 -2.28 -1.65  -0.2226
S 0.96 -0.64 -1.25  0.6844
O 1.96 -0.76 -0.21  -0.3346
O -0.13 0.30 -1.12  -0.3225
C 1.80 -0.37 -2.81  -0.2246
H 2.32 -1.76 -4.40  0.1219
H 2.87 -2.25 -2.80  0.0845
H -0.01 -2.23 -3.78  0.1256
H 0.90 -3.63 -3.25  0.0921
H -0.75 -2.28 -1.54  0.1062
H 0.77 -2.98 -0.95  0.0945
H 2.72 0.20 -2.63  0.1028
H 1.13 0.19 -3.46  0.1070
C 6.11 -3.62 -0.28  -0.2149
C 7.17 -4.49 -0.97  -0.2127
C 6.44 -5.42 -1.94  -0.2182
S 4.94 -4.56 -2.43  0.6584
O 3.80 -5.29 -1.93  -0.3250
O 5.03 -4.17 -3.82  -0.3219
C 5.19 -3.12 -1.39  -0.2327
H 6.56 -2.79 0.26  0.1169
H 5.54 -4.22 0.43  0.1213
H 7.86 -3.85 -1.53  0.1166
H 7.76 -5.06 -0.25  0.1138
H 7.03 -5.64 -2.83  0.1022
H 6.14 -6.35 -1.46  0.1036
H 4.23 -2.76 -1.03  0.0953
H 5.68 -2.36 -2.00  0.1124
C -6.51 2.13 3.39  -0.2172
C -6.40 3.24 4.44  -0.2123
C -6.37 4.58 3.69  -0.2153
S -7.27 4.31 2.16  0.6651
O -6.35 4.44 1.06  -0.3260
O -8.51 5.04 2.19  -0.3256
C -7.59 2.57 2.42  -0.2316
H -6.74 1.16 3.84  0.1142
H -5.55 2.03 2.86  0.1219
H -7.27 3.20 5.10  0.1139
H -5.52 3.12 5.06  0.1137
H -6.85 5.37 4.25  0.1031
H -5.35 4.87 3.43  0.0858
H -7.57 2.05 1.46  0.1065
H -8.59 2.49 2.86  0.1052
C -1.08 -8.53 -2.56  -0.2210
C 0.40 -8.37 -2.18  -0.2107
C 0.82 -6.94 -2.57  -0.2157
S -0.67 -5.95 -2.48  0.6677
O -1.00 -5.48 -3.81  -0.3165
O -0.57 -5.03 -1.37  -0.3190
C -1.78 -7.28 -2.04  -0.2287
H -1.51 -9.44 -2.12  0.1142
H -1.18 -8.60 -3.64  0.1189
H 0.51 -8.50 -1.10  0.1170
H 1.03 -9.11 -2.67  0.1136
H 1.56 -6.53 -1.89  0.0826
H 1.19 -6.90 -3.59  0.1099
H -2.76 -7.11 -2.50  0.1080
H -1.88 -7.29 -0.96  0.1079

- lowest unoccupied orbital energy (eV) = 0.19
- largest force on an atom (eV Å⁻¹) = 1.9
- HOMO-LUMO gap (eV) = 6.68
- M (Da) = 744.6
- DFT total energy (eV) = -121964.1286
- SMILES = CN(C)B(O)[PH2](CP(=O)(O)O)P(N)O.O=S1(=O)CCCC1.O=S1(=O)CCCC1.O=S1(=O)CCCC1.O=S1(=O)CCCC1
- E_HOMO (hartree) = -0.23832